1.
{"formula": "C19H17N3O2S2", "method": "ωB97M-V/def2-TZVPD", "homo_ev": -8.31, "smiles": "Cc1ccc(/C=C2\\SC(=S)N(CCC(=O)Nc3cccnc3)C2=O)cc1", "homo_lumo_gap_ev": 7.5, "fmax_ha_per_bohr": 0.02221, "relative_energy_ev": 0.317, "elements": ["C", "C", "C", "C", "C", "C", "C", "H", "H", "C", "C", "C", "O", "N", "C", "S", "S", "C", "C", "C", "O", "N", "C", "C", "C", "C", "N", "C", "H", "H", "H", "H", "H", "H", "H", "H", "H", "H", "H", "H", "H", "H", "H"], "positions_angstrom": [[2.718, -4.096, 5.112], [2.270, -3.381, 3.878], [3.103, -2.464, 3.242], [2.682, -1.790, 2.116], [1.403, -2.004, 1.583], [0.570, -2.927, 2.225], [1.001, -3.599, 3.349], [0.342, -4.309, 3.828], [-0.416, -3.125, 1.837], [1.023, -1.266, 0.411], [-0.150, -1.220, -0.256], [-0.303, -0.349, -1.423], [0.565, 0.325, -1.935], [-1.601, -0.397, -1.901], [-2.479, -1.190, -1.234], [-4.055, -1.368, -1.607], [-1.668, -2.025, 0.079], [-2.021, 0.551, -2.909], [-2.522, 1.841, -2.234], [-1.506, 2.235, -1.169], [-1.584, 1.812, -0.035], [-0.504, 3.026, -1.632], [0.697, 3.345, -0.996], [1.022, 2.946, 0.298], [2.256, 3.310, 0.808], [3.114, 4.062, 0.022], [2.810, 4.447, -1.207], [1.642, 4.096, -1.700], [1.441, 4.425, -2.713], [4.086, 4.373, 0.381], [2.542, 3.011, 1.805], [0.327, 2.364, 0.880], [-0.539, 3.299, -2.605], [-2.664, 2.619, -2.982], [-3.472, 1.635, -1.738], [-1.144, 0.754, -3.529], [-2.814, 0.099, -3.507], [1.791, -0.627, -0.015], [3.342, -1.083, 1.634], [4.092, -2.283, 3.636], [3.798, -4.228, 5.115], [2.239, -5.069, 5.194], [2.448, -3.514, 5.994]], "mulliken_charge": [-1.426, 0.931, -0.636, -0.810, 1.367, -0.638, -0.954, 0.370, 0.302, -0.356, 0.263, 0.039, -0.595, 0.061, 0.564, -0.293, -0.280, -1.006, -0.766, 0.496, -0.595, -0.011, 0.489, -0.226, -0.578, -0.302, -0.611, -0.440, 0.335, 0.368, 0.399, 0.578, 0.200, 0.385, 0.330, 0.393, 0.494, 0.374, 0.384, 0.372, 0.374, 0.381, 0.275]}

2.
{"formula": "C16H28FO7PS3", "method": "ωB97M-V/def2-TZVPD", "homo_ev": -8.70, "smiles": "O=S1(=O)CCCC1.O=S1(=O)CCCC1.O=S1(=O)CCCC1.C#CPCC(=O)F", "homo_lumo_gap_ev": 9.1, "fmax_ha_per_bohr": 0.03514, "relative_energy_ev": 0.000, "elements": ["C", "C", "P", "C", "C", "O", "F", "H", "H", "H", "H", "C", "C", "C", "S", "O", "O", "C", "H", "H", "H", "H", "H", "H", "H", "H", "C", "C", "C", "S", "O", "O", "C", "H", "H", "H", "H", "H", "H", "H", "H", "C", "C", "C", "S", "O", "O", "C", "H", "H", "H", "H", "H", "H", "H", "H"], "positions_angstrom": [[0.163, 4.973, -4.393], [-0.979, 4.625, -4.373], [-2.712, 4.230, -4.288], [-3.509, 5.827, -4.885], [-2.779, 6.992, -4.306], [-1.871, 7.549, -4.796], [-3.248, 7.390, -3.120], [1.027, 5.555, -4.515], [-3.044, 4.145, -2.923], [-4.546, 5.820, -4.580], [-3.361, 5.882, -5.951], [-0.041, 1.009, -0.676], [-0.764, 1.189, 0.663], [-2.215, 1.579, 0.353], [-2.594, 0.859, -1.248], [-2.818, 1.926, -2.194], [-3.545, -0.213, -1.084], [-0.972, 0.170, -1.544], [0.928, 0.528, -0.551], [0.125, 1.983, -1.142], [-0.747, 0.245, 1.214], [-0.279, 1.940, 1.284], [-2.912, 1.189, 1.090], [-2.333, 2.658, 0.268], [-0.737, 0.221, -2.605], [-0.992, -0.868, -1.211], [-1.710, -5.249, -0.123], [-1.463, -5.528, 1.366], [-0.009, -5.144, 1.670], [0.422, -3.856, 0.495], [1.450, -4.355, -0.382], [0.567, -2.599, 1.193], [-1.135, -3.862, -0.387], [-2.769, -5.294, -0.373], [-1.188, -5.991, -0.730], [-2.140, -4.918, 1.967], [-1.653, -6.570, 1.618], [0.109, -4.757, 2.679], [0.671, -5.978, 1.511], [-0.957, -3.658, -1.440], [-1.764, -3.083, 0.046], [4.755, -1.183, 3.460], [3.689, -1.552, 2.420], [2.466, -0.667, 2.683], [3.091, 0.840, 3.430], [2.598, 0.924, 4.782], [2.941, 1.933, 2.500], [4.808, 0.342, 3.479], [5.726, -1.612, 3.215], [4.459, -1.557, 4.442], [4.075, -1.358, 1.417], [3.424, -2.607, 2.467], [1.939, -0.419, 1.767], [1.780, -1.129, 3.389], [5.281, 0.751, 4.369], [5.291, 0.733, 2.584]], "mulliken_charge": [0.433, -0.779, -0.050, -0.519, 0.499, -0.449, -0.261, 0.421, 0.036, 0.370, 0.311, -0.697, -0.468, -0.747, 1.007, -0.541, -0.674, -0.192, 0.325, 0.365, 0.113, 0.504, 0.376, 0.367, 0.502, -0.225, -0.788, -0.663, -0.669, 1.168, -0.711, -0.574, -0.686, 0.357, 0.329, 0.302, 0.338, 0.352, 0.386, 0.461, 0.359, -0.713, -0.618, 0.167, 1.201, -0.674, -0.677, -0.742, 0.379, 0.314, 0.342, 0.226, -0.309, 0.360, 0.410, 0.343]}

3.
{"formula": "H13O6S", "method": "ωB97M-V/def2-TZVPD", "homo_ev": -4.59, "total_charge": -1, "homo_lumo_gap_ev": 7.5, "fmax_ha_per_bohr": 0.01963, "relative_energy_ev": 0.867, "elements": ["S", "H", "H", "H", "O", "H", "H", "O", "H", "H", "O", "H", "H", "O", "H", "H", "O", "H", "H", "O"], "positions_angstrom": [[0.934, -0.382, 0.116], [-0.159, 0.315, 0.467], [3.354, -0.761, 0.756], [3.825, 0.110, 1.891], [4.078, -0.673, 1.391], [1.312, 1.375, 2.839], [1.795, 1.243, 1.392], [1.974, 1.715, 2.232], [0.507, -1.752, -1.852], [0.289, -3.240, -2.112], [0.552, -2.426, -2.553], [-3.138, -1.222, -2.119], [-3.157, -2.641, -2.842], [-3.611, -1.807, -2.729], [-1.109, 4.404, 1.471], [-0.305, 3.663, 0.478], [-0.524, 4.580, 0.718], [-2.371, -0.103, 0.349], [-1.699, -1.352, -0.124], [-2.546, -1.047, 0.232]], "mulliken_charge": [-0.730, -0.143, 0.268, 0.359, -0.622, 0.324, 0.200, -0.618, 0.268, 0.309, -0.624, 0.349, 0.306, -0.646, 0.305, 0.339, -0.642, 0.321, 0.288, -0.611]}

Number 1: calculated total energy -50215.9148 eV. Number 2: calculated total energy -75887.6220 eV. Number 3: calculated total energy -23333.5826 eV.